Record 1
ORCA calculation (ωB97M-V with the def2-TZVPD basis set) on C37H29BrIN5O2PSTi as an isolated structure at a distorted geometry.

The geometry in XYZ format:
```
78
Properties=species:S:1:pos:R:3:mulliken_charge:R:1
Ti 0.897 0.451 -0.548 -0.4949
N -1.944 0.192 -1.837 0.3434
P -0.907 1.556 -1.821 0.5601
C -0.840 2.015 -3.575 0.4963
C -1.338 3.255 -3.966 -0.3050
C -1.349 3.555 -5.289 -0.8134
C -0.854 2.583 -6.180 -0.4506
C -0.419 1.326 -5.790 -0.7030
C -0.462 0.977 -4.463 -0.7058
C -1.613 2.696 -0.675 1.1908
C -0.962 3.925 -0.416 -0.2479
C -1.500 4.779 0.582 -0.9833
C -2.623 4.384 1.293 -0.6411
C -3.258 3.188 0.997 -0.7336
C -2.761 2.340 0.030 -0.5700
C -1.749 -0.943 -1.113 0.2902
C -2.682 -2.013 -1.076 -0.9244
C -2.489 -3.073 -0.222 -1.1837
C -1.262 -3.123 0.496 -0.3806
C -0.416 -2.061 0.453 -0.7420
N -0.671 -0.927 -0.316 1.2087
H -2.676 0.225 -2.556 0.3357
H -1.708 3.947 -3.217 0.4389
H -1.678 4.488 -5.815 0.3931
H -0.763 2.829 -7.222 0.4430
H 0.038 0.550 -6.435 0.3897
H -0.116 0.092 -4.053 0.6529
H -0.091 4.171 -1.015 0.6432
H -1.100 5.744 0.849 0.4731
H -2.952 4.945 2.151 0.4595
H -4.154 3.024 1.538 0.5368
H -3.375 1.475 -0.265 0.3973
H -3.619 -1.963 -1.671 0.4642
H -3.110 -3.988 -0.279 0.4908
H -0.975 -3.984 1.111 0.6763
H 0.418 -2.113 1.091 0.6711
O -0.889 -3.456 6.063 -0.4804
C -1.201 -3.064 4.846 0.5229
O -1.966 -3.636 4.135 -0.4787
C -0.520 -1.802 4.369 0.1864
C 0.886 -1.708 4.334 -0.5147
C 1.453 -0.886 3.347 -0.4354
C 0.628 -0.059 2.631 -1.0348
C -0.729 -0.065 2.752 0.4701
C -1.311 -0.958 3.606 -0.7577
N 1.174 0.758 1.562 0.7231
C 1.722 1.867 1.891 -0.0987
C 2.265 2.753 0.873 0.4799
C 2.998 3.846 1.212 -0.7066
C 3.530 4.695 0.166 -0.6952
C 3.210 4.293 -1.125 -0.7364
C 2.380 3.174 -1.344 -0.4143
N 1.960 2.371 -0.377 0.5087
H -0.403 -2.862 6.674 0.3885
H 1.494 -2.257 5.055 0.4641
H 2.533 -0.807 3.337 0.5784
H -1.442 0.553 2.145 0.2640
H -2.388 -1.035 3.628 0.5031
H 1.947 2.139 2.913 0.4286
H 3.181 4.055 2.281 0.4959
H 4.282 5.503 0.371 0.4579
H 3.595 4.793 -1.982 0.5186
H 2.072 2.880 -2.347 0.5361
Br 1.642 -4.127 -2.356 -0.1129
C 1.385 -4.818 -0.631 0.6512
C 0.525 -5.897 -0.469 -0.4844
C 0.415 -6.484 0.809 -0.4664
C 1.173 -6.015 1.896 -1.0602
C 1.979 -4.915 1.696 -0.0092
C 2.142 -4.327 0.438 -0.4173
I 3.470 -2.683 0.368 0.1915
H 0.019 -6.327 -1.385 0.3868
H -0.217 -7.323 0.924 0.4973
H 1.091 -6.511 2.809 0.5158
H 2.472 -4.382 2.498 0.4394
S 3.805 -1.054 -3.755 -0.1269
C 2.798 -0.558 -2.723 0.6916
N 1.900 -0.188 -1.913 -0.5452
```

E_LUMO (eV): -10.17
Total charge: +3
Orbital gap (eV): 5.400
E_tot (eV): -171744.2650


Record 2
ORCA calculation (ωB97M-V with the def2-TZVPD basis set) on C37H29Cl5FN3O7V as an isolated structure at a distorted geometry.

The geometry in XYZ format:
```
83
Properties=species:S:1:pos:R:3:mulliken_charge:R:1
V -1.453 -0.831 -1.566 1.6652
Cl -5.053 0.055 4.827 -0.1740
C -4.303 -0.232 3.310 0.2053
C -3.706 0.822 2.621 -0.0497
Cl -3.699 2.402 3.284 -0.1812
C -3.100 0.594 1.393 1.1289
Cl -2.283 1.844 0.539 -0.1781
C -3.106 -0.694 0.820 -1.2193
O -2.569 -0.910 -0.361 -0.0506
C -3.678 -1.748 1.547 0.1908
Cl -3.572 -3.310 0.843 -0.1783
C -4.271 -1.522 2.780 0.3821
Cl -4.961 -2.830 3.643 -0.1799
O -2.493 1.192 -2.873 -0.4372
C -3.540 0.702 -3.735 3.1962
C -3.568 -0.863 -3.585 0.1109
O -4.443 -1.488 -4.136 -0.6794
O -2.615 -1.339 -2.855 -1.0546
C -3.226 1.117 -5.169 -0.9496
C -2.904 2.455 -5.394 -0.0316
C -2.564 2.901 -6.659 -0.8918
C -2.545 2.014 -7.725 -0.4079
C -2.884 0.688 -7.515 -0.9249
C -3.224 0.238 -6.245 -0.2078
C -4.898 1.194 -3.253 -0.8669
C -5.173 1.175 -1.887 0.4912
C -6.398 1.606 -1.405 -0.7333
C -7.370 2.049 -2.290 -0.5008
C -7.108 2.057 -3.651 -0.9577
C -5.879 1.632 -4.134 -0.3027
H -2.763 2.056 -2.546 0.4797
H -2.926 3.161 -4.572 0.2886
H -2.313 3.944 -6.810 0.3990
H -2.269 2.357 -8.714 0.4137
H -2.881 -0.009 -8.343 0.4251
H -3.499 -0.797 -6.101 0.4986
H -4.424 0.803 -1.203 -0.0379
H -6.597 1.592 -0.340 0.4498
H -8.332 2.379 -1.919 0.3996
H -7.867 2.396 -4.345 0.4024
H -5.680 1.639 -5.197 0.4640
F 1.196 -0.039 4.568 -0.3447
C 1.905 -0.262 3.441 -0.1073
C 1.195 -0.347 2.275 -0.5044
C 1.852 -0.484 1.055 0.5961
C 1.084 -0.551 -0.175 1.6082
O -0.168 -0.575 -0.129 -0.0735
C 1.851 -0.555 -1.380 -0.3960
C 3.208 -0.583 -1.326 -0.3038
N 3.916 -0.626 -0.174 0.2574
C 5.357 -0.717 -0.226 -0.3489
C 6.000 -1.622 -1.229 -0.9878
C 6.024 -1.987 0.222 -0.4115
C 3.256 -0.538 1.041 -0.5611
C 3.953 -0.515 2.250 -0.6008
C 3.304 -0.377 3.474 -0.8605
N 4.064 -0.429 4.664 0.2016
C 3.413 -0.530 5.971 -0.7686
C 4.485 -0.859 7.023 -0.7423
N 5.602 -1.564 6.324 -0.1297
C 6.349 -0.602 5.452 -0.7201
C 5.316 0.301 4.754 -0.6815
C 1.161 -0.498 -2.715 -0.1350
O 1.777 -0.313 -3.733 -0.6471
O -0.129 -0.654 -2.606 -0.5746
H 0.114 -0.285 2.291 0.7646
H 3.775 -0.571 -2.247 0.7877
H 5.857 0.220 -0.007 0.4311
H 6.911 -1.282 -1.698 0.2490
H 5.362 -2.203 -1.881 0.3673
H 6.957 -1.914 0.765 0.3030
H 5.382 -2.799 0.539 0.2369
H 5.027 -0.623 2.232 0.7183
H 2.680 -1.332 5.932 0.5282
H 2.898 0.387 6.270 0.4305
H 4.072 -1.494 7.803 0.3888
H 4.898 0.035 7.486 0.3361
H 5.181 -2.275 5.723 0.3754
H 6.229 -2.026 6.982 0.3395
H 6.934 -1.181 4.739 0.4440
H 7.025 -0.022 6.077 0.3692
H 5.681 0.576 3.770 0.4473
H 5.184 1.230 5.321 0.3235
```

E_LUMO (spin up / spin down) (eV): -3.64 / -3.64
2S+1: 3
Total charge: +1
Orbital gap (spin up / spin down) (eV): 5.846 / 6.178
<S²>: 2.009
E_tot (eV): -148654.6097


Record 3
ORCA calculation (ωB97M-V with the def2-TZVPD basis set) on C37H31BBr3F4MnN6O12 as an isolated structure at a distorted geometry.

The geometry in XYZ format:
```
95
Properties=species:S:1:pos:R:3:mulliken_charge:R:1
Mn 12.103 18.751 20.173 1.1696
B 11.048 20.220 18.299 0.9243
F 10.562 19.914 19.660 -0.4177
F 11.588 21.466 18.285 -0.1534
F 11.977 19.160 18.181 0.0281
F 9.908 20.103 17.530 -0.2802
C 9.777 23.542 19.592 1.1487
Br 9.811 24.398 17.893 -0.0467
Br 7.975 23.168 20.250 -0.0589
Br 10.844 24.582 20.859 -0.0709
H 10.313 22.609 19.508 -1.0289
C 8.774 20.492 14.315 -0.7255
C 7.947 20.026 13.315 -0.4672
C 7.477 20.883 12.318 -0.6100
C 7.721 22.232 12.466 0.3256
C 8.454 22.748 13.535 -0.6944
C 9.059 21.870 14.398 -0.0096
N 7.198 23.136 11.442 0.9800
O 6.326 22.701 10.717 -0.5950
O 7.642 24.254 11.359 -0.5761
H 9.193 19.827 15.055 0.4840
H 7.716 18.968 13.337 0.4206
H 6.972 20.554 11.423 0.4698
H 8.546 23.821 13.647 0.4642
H 9.753 22.169 15.171 0.4996
C 11.497 23.357 24.523 -0.5850
C 10.197 23.272 24.016 -0.5286
C 9.730 22.092 23.461 -0.3943
C 10.610 21.024 23.332 0.3824
C 11.924 21.081 23.791 -0.5475
C 12.327 22.262 24.374 -0.4328
N 10.101 19.915 22.561 0.9257
O 8.952 19.783 22.301 -0.5154
O 10.951 19.150 22.061 -0.6939
H 11.742 24.303 24.984 0.4321
H 9.518 24.113 24.048 0.4428
H 8.691 22.012 23.185 0.5551
H 12.575 20.229 23.673 0.5513
H 13.358 22.301 24.709 0.3879
C 17.564 18.989 16.591 -0.6074
C 17.795 17.652 16.918 -0.5155
C 16.811 16.950 17.624 -0.5201
C 15.666 17.602 18.031 -0.1012
C 15.404 18.905 17.648 0.0701
C 16.382 19.615 16.984 -0.4790
N 14.593 16.816 18.661 0.7239
O 13.640 17.432 19.152 -0.4672
O 14.719 15.634 18.748 -0.4901
H 18.351 19.555 16.112 0.4228
H 18.722 17.125 16.755 0.3992
H 16.957 15.898 17.821 0.4740
H 14.462 19.404 17.830 0.4241
H 16.237 20.665 16.770 0.5427
C 13.903 24.051 18.058 -0.3471
C 14.409 23.117 18.952 -0.2431
C 15.761 23.043 19.213 -0.3669
C 16.620 23.937 18.595 0.0611
C 16.128 24.922 17.736 -0.3631
C 14.773 24.999 17.523 -0.7914
N 18.050 23.886 18.924 1.0091
O 18.481 22.902 19.480 -0.6075
O 18.695 24.874 18.641 -0.5794
H 12.837 23.978 17.887 0.3199
H 13.786 22.424 19.505 0.4813
H 16.131 22.269 19.873 0.4493
H 16.771 25.632 17.236 0.4935
H 14.343 25.692 16.810 0.4310
C 13.223 20.453 13.317 -0.7405
C 12.964 21.004 14.576 -0.3223
C 12.568 22.318 14.714 -0.2002
C 12.312 23.031 13.525 -0.2552
C 12.611 22.504 12.303 -0.5188
C 13.089 21.194 12.156 -0.6358
N 11.774 24.394 13.627 1.1979
O 11.672 25.020 12.605 -0.6290
O 11.384 24.759 14.717 -0.5829
H 13.575 19.432 13.231 0.4375
H 13.112 20.410 15.467 0.6043
H 12.348 22.713 15.693 0.6723
H 12.443 23.083 11.404 0.5043
H 13.388 20.747 11.222 0.4538
C 7.296 15.779 16.235 -0.4127
C 8.192 14.713 16.326 -0.5331
C 9.259 14.775 17.205 -0.4771
C 9.533 15.980 17.826 0.1709
C 8.656 17.047 17.746 -0.0401
C 7.510 16.937 16.970 -0.7663
N 10.697 16.081 18.685 0.9132
O 10.791 17.066 19.420 -0.3915
O 11.479 15.181 18.713 -0.5684
H 6.450 15.767 15.560 0.4039
H 7.998 13.856 15.696 0.4023
H 9.918 13.920 17.248 0.4476
H 8.892 17.973 18.250 0.4381
H 6.833 17.778 16.911 0.4453
```

E_LUMO (spin up / spin down) (eV): -4.40 / -4.58
2S+1: 6
Total charge: +1
Orbital gap (spin up / spin down) (eV): 7.118 / 6.931
<S²>: 8.752
E_tot (eV): -325360.4131